[1]
{"formula": "C3H10N2", "method": "wB97M-V/def2-TZVPD", "e_tot_ha": -229.775625, "e_above_lowest_kcal_mol": 21.1, "smiles": "CCNCN", "charge": 0, "gap_ev": 10.06, "e_homo_ha": -0.3254, "e_lumo_ev": 1.21, "species": ["C", "C", "N", "C", "N", "H", "H", "H", "H", "H", "H", "H", "H", "H", "H"], "coordinates": [[0.10, 0.20, 2.20], [0.15, 0.86, 0.80], [0.70, -0.04, -0.21], [-0.43, -0.31, -1.17], [0.06, -1.01, -2.34], [1.13, 0.09, 2.56], [-0.45, 1.00, 2.75], [-0.38, -0.77, 2.15], [0.74, 1.77, 0.91], [-0.85, 1.22, 0.54], [1.43, 0.26, -0.85], [-1.19, -0.80, -0.58], [-1.05, 0.54, -1.56], [-0.65, -1.25, -3.02], [0.69, -1.78, -2.18]]}

[2]
{"formula": "C32H35ClN6O3", "method": "wB97M-V/def2-TZVPD", "e_tot_ha": -2254.628522, "smiles": "C[C@H](Cl)CC1=C(c2ccccn2)C(=O)OC1=O.c1cc[nH]c1.c1cc[nH]c1.c1cc[nH]c1.c1cc[nH]c1.c1cc[nH]c1", "charge": 0, "gap_ev": 6.75, "e_homo_ha": -0.2945, "e_lumo_ev": -1.26, "species": ["C", "C", "Cl", "C", "C", "C", "C", "C", "C", "C", "C", "N", "C", "O", "O", "C", "O", "H", "H", "H", "H", "H", "H", "H", "H", "H", "H", "C", "C", "C", "N", "C", "H", "H", "H", "H", "H", "C", "C", "C", "N", "C", "H", "H", "H", "H", "H", "C", "C", "C", "N", "C", "H", "H", "H", "H", "H", "C", "C", "C", "N", "C", "H", "H", "H", "H", "H", "C", "C", "C", "N", "C", "H", "H", "H", "H", "H"], "coordinates": [[2.53, -1.97, 4.15], [1.95, -1.19, 2.87], [3.10, -1.58, 1.45], [1.94, 0.41, 3.00], [0.73, 1.00, 3.85], [-0.66, 0.71, 3.87], [-1.38, -0.43, 2.98], [-1.70, -1.72, 3.75], [-2.36, -2.87, 2.89], [-2.55, -2.43, 1.41], [-2.19, -1.06, 0.82], [-1.60, -0.06, 1.64], [-1.35, 1.69, 4.91], [-2.57, 1.79, 5.17], [-0.41, 2.56, 5.54], [0.85, 2.16, 4.95], [1.92, 2.68, 5.34], [3.24, -1.33, 4.77], [1.65, -2.38, 4.76], [3.09, -2.89, 3.73], [0.95, -1.66, 2.58], [1.96, 0.92, 1.98], [2.91, 0.70, 3.56], [-1.46, -1.87, 4.86], [-2.64, -3.89, 3.31], [-2.99, -3.21, 0.68], [-2.39, -0.88, -0.29], [2.06, 4.99, 2.83], [1.02, 4.76, 1.90], [0.88, 5.90, 1.15], [1.79, 6.82, 1.61], [2.52, 6.27, 2.63], [2.43, 4.30, 3.58], [0.45, 3.85, 1.78], [0.22, 6.14, 0.34], [1.91, 7.75, 1.24], [3.29, 6.83, 3.12], [1.01, 3.67, -4.09], [-0.21, 4.25, -3.68], [-0.08, 4.60, -2.35], [1.18, 4.24, -1.95], [1.85, 3.68, -3.00], [1.25, 3.29, -5.07], [-1.09, 4.40, -4.28], [-0.77, 5.06, -1.67], [1.55, 4.37, -1.02], [2.87, 3.34, -2.89], [-2.03, -3.59, -4.44], [-3.25, -3.01, -4.03], [-3.13, -2.68, -2.71], [-1.87, -3.04, -2.30], [-1.19, -3.59, -3.35], [-1.78, -3.96, -5.42], [-4.13, -2.85, -4.64], [-3.83, -2.21, -2.02], [-1.51, -2.91, -1.36], [-0.18, -3.93, -3.23], [-3.29, 1.35, -7.26], [-3.75, 0.66, -6.11], [-2.89, 0.95, -5.08], [-1.93, 1.79, -5.57], [-2.16, 2.04, -6.89], [-3.73, 1.34, -8.25], [-4.62, 0.01, -6.05], [-2.89, 0.63, -4.05], [-1.16, 2.16, -5.03], [-1.51, 2.69, -7.46], [3.00, -7.14, 2.46], [1.97, -7.35, 1.52], [1.84, -6.20, 0.78], [2.76, -5.30, 1.25], [3.48, -5.86, 2.27], [3.36, -7.84, 3.20], [1.38, -8.25, 1.40], [1.18, -5.95, -0.03], [2.89, -4.36, 0.89], [4.26, -5.31, 2.77]]}